Formula: CH4BF
Source: OMol25
Level of theory: wB97M-V/def2-TZVPD

Geometry as XYZ:
```
7
Properties=species:S:1:pos:R:3:forces:R:3
F -1.7736 -0.1162 0.2509 0.527 0.292 0.882
C -0.4718 0.4236 0.0546 -1.176 -3.736 -1.418
B 0.6851 -0.5938 -0.0322 0.180 3.186 -0.567
H -0.6119 0.8740 -0.8777 0.453 1.366 -1.558
H -0.1092 1.0747 0.7527 -0.046 2.327 2.327
H 1.6996 0.0089 -0.2299 0.183 -0.407 -0.029
H 0.5818 -1.6712 0.0817 -0.121 -3.028 0.363
```
Forces are in eV/Å.

The value obtained for the energy above the lowest of the compared OMol25 structures with the same formula, charge and spin is 7.88 kcal/mol. The SMILES is BCF. Its multiplicity is 1. For the HOMO energy, the calculation gives -0.4155 Eh. Its gap between HOMO and LUMO is 0.4244 hartree.